## w
Below is the molecule C7H8O, with properties calculated with ωB97M-V with the def2-TZVPD basis set.

Properties
LUMO (spin up / spin down) (eV): -0.730 / -0.729
Orbital gap (spin up / spin down) (eV): 7.70 / 7.70

Each line ends with the Löwdin charge.
Geometry (Å):
C: -0.982 0.425 -1.589  0.16
C: -1.778 0.770 -0.415  -0.45
C: -1.077 -0.048 0.757  -0.05
C: 0.937 1.134 -0.126  0.01
C: 0.333 0.345 -1.261  -0.24
C: 0.342 -0.146 0.262  -0.42
C: 1.050 -1.400 0.517  -0.02
O: -2.773 1.430 -0.289  0.08
H: -1.187 0.665 1.722  0.17
H: -1.641 -0.968 0.979  0.12
H: 1.931 1.399 -0.348  0.12
H: 0.296 1.924 0.038  0.10
H: 0.986 -0.271 -1.852  0.12
H: 0.254 -2.164 0.364  0.10
H: 1.524 -1.559 1.520  0.11
H: 1.784 -1.537 -0.280  0.09



## x
Below is the molecule C7H8O, with properties calculated with ωB97M-V with the def2-TZVPD basis set.

Properties
LUMO (eV): 0.402
SMILES: C1=C[C@H]2OCCC2=C1
Orbital gap (eV): 8.60

Each line ends with the Löwdin charge.
Geometry (Å):
C: 2.244 -0.090 0.257  -0.13
C: 1.477 -1.286 0.197  0.03
C: 0.127 -0.711 -0.377  -0.32
O: -1.112 -1.445 -0.106  -0.08
C: -1.863 -0.372 0.528  -0.22
C: -1.483 0.922 -0.108  -0.16
C: 0.010 0.747 -0.165  -0.17
C: 1.362 1.064 0.182  -0.07
H: 3.413 -0.137 -0.121  0.15
H: 1.797 -2.275 0.145  0.07
H: 0.251 -0.967 -1.399  0.15
H: -2.869 -0.454 0.258  0.10
H: -1.539 -0.191 1.679  0.18
H: -1.847 2.073 0.275  0.19
H: -1.855 0.931 -1.156  0.12
H: 1.887 2.191 -0.088  0.16



## y
Below is C7H8O as an isolated structure, with properties calculated with ωB97M-V with the def2-TZVPD basis set.

Properties
LUMO (eV): 0.461
Orbital gap (eV): 10.07

Each line ends with the Löwdin charge.
Geometry (Å):
C: -0.580 0.820 0.073  -0.32
C: -0.557 -0.238 1.073  -0.12
C: -1.593 -0.803 -0.027  -0.10
C: -0.650 -0.210 -0.986  -0.17
C: 0.811 -0.906 -0.709  -0.14
C: 1.820 0.165 -0.087  -0.01
C: 0.856 -0.791 0.761  -0.19
H: -0.800 -0.197 2.124  0.14
H: -2.192 -1.873 -0.395  0.19
H: -2.416 -0.254 0.330  0.09
H: -0.896 -0.183 -2.004  0.13
H: 1.024 -1.928 -1.231  0.16
H: 1.474 1.136 -0.269  0.03
H: 3.063 0.028 -0.085  0.16
H: 1.354 -1.490 1.401  0.13
O: -0.156 2.067 -0.057  0.02



Computed stability ranking, most favorable first: w, x, y



## w
Below is the molecule C4H3NO2, with properties calculated with ωB97M-V with the def2-TZVPD basis set.

Properties
LUMO (eV): 0.103
SMILES: O=Cc1ncco1
Orbital gap (eV): 10.00

Each line ends with the Löwdin charge.
Geometry (Å):
O: -1.941 -1.138 -1.717  0.09
C: -1.296 -0.144 -1.502  -0.16
C: -0.059 -0.145 -0.676  -0.32
N: 0.955 0.656 -0.584  0.14
C: 1.349 0.535 0.739  -0.10
C: 0.513 -0.318 1.374  -0.09
O: -0.371 -0.787 0.478  0.07
H: -1.677 0.875 -1.672  0.13
H: 2.163 1.099 1.169  0.11
H: 0.364 -0.634 2.391  0.13



## x
Below is the molecule C4H3NO2, with properties calculated with ωB97M-V with the def2-TZVPD basis set.

Properties
LUMO (eV): 0.147
SMILES: C#CC(=O)NC=O
Orbital gap (eV): 10.66

Each line ends with the Löwdin charge.
Geometry (Å):
C: 1.301 1.794 1.658  0.13
C: 1.122 0.935 0.818  -0.02
C: 0.793 -0.144 -0.158  -0.48
O: 1.599 -0.606 -0.898  0.14
N: -0.575 -0.461 -0.167  0.11
C: -1.343 -1.234 -1.108  -0.28
O: -0.900 -2.011 -1.896  0.08
H: 1.620 2.626 2.337  0.07
H: -1.140 0.182 0.355  0.12
H: -2.478 -1.081 -0.940  0.15



## y
Below is the molecule C4H3NO2, with properties calculated with ωB97M-V with the def2-TZVPD basis set.

Properties
LUMO (eV): 0.158
SMILES: O=Cc1ccon1
Orbital gap (eV): 10.67

Each line ends with the Löwdin charge.
Geometry (Å):
O: -0.767 -0.285 -2.531  0.07
C: -0.373 0.566 -1.771  -0.20
C: -0.011 0.295 -0.356  -0.26
C: 0.167 -0.926 0.359  0.01
C: 0.301 -0.503 1.636  -0.10
O: 0.243 0.838 1.696  -0.02
N: 0.053 1.334 0.444  0.12
H: -0.294 1.633 -2.056  0.13
H: 0.267 -1.937 0.000  0.12
H: 0.416 -1.015 2.579  0.13



Computed stability ranking, most favorable first: w, y, x